{
  "formula": "C3H9O3",
  "method": "wB97M-V/def2-TZVPD",
  "e_above_lowest_kj_mol": 48.5,
  "charge": -1,
  "orbital_gap_ev": 6.91,
  "elements": ["C", "O", "C", "C", "O", "H", "H", "H", "H", "H", "H", "H", "H", "H", "O"],
  "xyz": [[0.255, 0.310, 0.491], [0.172, 1.645, 0.199], [-0.500, -0.552, -0.561], [-1.094, -1.867, -0.018], [-0.129, -2.942, 0.038], [1.283, -0.126, 0.531], [-0.214, 0.174, 1.488], [0.035, -0.671, -1.514], [-1.362, 0.044, -0.875], [-1.297, -1.644, 1.027], [-1.970, -2.168, -0.594], [0.435, -2.806, -0.739], [1.354, 4.145, -0.263], [1.252, 2.800, 0.337], [1.778, 3.659, 0.454]],
  "forces_ev_per_angstrom": [[-0.135, 0.784, -0.614], [0.468, -0.310, -0.389], [-1.132, -0.133, 0.224], [1.443, 0.669, -0.040], [0.003, 0.095, -0.594], [0.042, 0.264, 0.259], [0.013, -0.743, 0.020], [0.358, -0.235, 0.264], [-0.089, 0.226, 0.201], [-0.662, -0.251, 0.038], [-0.156, -0.158, 0.149], [-0.116, -0.137, 0.354], [0.245, 0.263, 0.150], [-0.139, -0.514, 0.554], [-0.143, 0.180, -0.575]]
}

{
  "formula": "C40H79N9O10",
  "method": "wB97M-V/def2-TZVPD",
  "charge": 2,
  "orbital_gap_ev": 6.59,
  "elements": ["C", "C", "N", "C", "C", "N", "C", "C", "H", "H", "H", "H", "H", "H", "H", "H", "H", "H", "H", "C", "C", "N", "C", "C", "N", "C", "C", "H", "H", "H", "H", "H", "H", "H", "H", "H", "H", "H", "C", "C", "N", "C", "C", "N", "C", "C", "H", "H", "H", "H", "H", "H", "H", "H", "H", "H", "H", "C", "C", "C", "N", "C", "C", "C", "C", "C", "H", "H", "H", "H", "H", "H", "H", "H", "H", "H", "H", "H", "H", "H", "H", "H", "H", "H", "C", "C", "O", "N", "H", "H", "C", "H", "H", "H", "H", "H", "H", "C", "C", "O", "N", "H", "H", "C", "H", "H", "H", "H", "H", "H", "C", "C", "O", "O", "H", "H", "H", "C", "C", "O", "O", "H", "H", "H", "C", "C", "O", "O", "H", "H", "H", "C", "C", "O", "O", "H", "H", "H"],
  "xyz": [[4.448, 0.633, 4.743], [3.731, 0.442, 3.404], [4.320, 1.259, 2.346], [5.409, 0.873, 1.608], [5.636, 1.833, 0.661], [4.643, 2.798, 0.868], [3.860, 2.396, 1.836], [4.459, 3.957, 0.050], [5.517, 0.306, 4.775], [3.994, 0.116, 5.588], [4.389, 1.675, 5.016], [2.686, 0.686, 3.455], [3.706, -0.626, 3.191], [5.971, -0.024, 1.819], [6.410, 1.960, -0.066], [2.895, 2.841, 2.156], [3.405, 3.992, -0.291], [5.165, 3.973, -0.774], [4.638, 4.828, 0.653], [-3.089, 2.249, -0.688], [-2.582, 3.675, -0.924], [-1.748, 4.255, 0.117], [-1.751, 3.723, 1.426], [-0.795, 4.387, 2.094], [-0.183, 5.363, 1.262], [-0.796, 5.243, 0.066], [1.018, 6.107, 1.426], [-2.361, 1.484, -0.485], [-3.512, 2.061, -1.666], [-3.799, 2.194, 0.129], [-3.453, 4.341, -0.913], [-2.062, 3.868, -1.862], [-2.341, 2.900, 1.787], [-0.434, 4.236, 3.092], [-0.433, 5.735, -0.825], [0.785, 7.131, 1.648], [1.477, 6.127, 0.449], [1.694, 5.861, 2.230], [-1.812, -2.489, -1.147], [-3.161, -2.231, -1.787], [-3.696, -3.297, -2.595], [-3.557, -3.427, -3.967], [-4.402, -4.466, -4.295], [-4.999, -4.933, -3.140], [-4.577, -4.148, -2.139], [-5.853, -6.052, -2.932], [-1.733, -2.995, -0.179], [-1.371, -1.499, -0.950], [-1.069, -2.902, -1.812], [-3.046, -1.361, -2.394], [-4.017, -2.036, -1.118], [-2.994, -2.708, -4.564], [-4.640, -4.992, -5.194], [-4.865, -4.295, -1.115], [-5.760, -6.289, -1.890], [-5.573, -6.790, -3.671], [-6.872, -5.837, -3.165], [4.301, -0.794, -7.132], [3.415, -1.117, -5.944], [4.237, -0.793, -4.734], [3.533, -0.991, -3.450], [2.825, 0.292, -3.094], [2.701, -2.291, -3.352], [2.302, -2.239, -1.928], [3.560, -1.776, -1.169], [4.443, -1.238, -2.268], [4.510, 0.292, -7.080], [3.809, -0.930, -8.094], [5.214, -1.362, -7.165], [3.149, -2.181, -5.946], [2.465, -0.564, -5.947], [4.469, 0.264, -4.803], [5.191, -1.332, -4.716], [1.835, 0.292, -3.550], [3.502, 1.076, -3.387], [2.646, 0.320, -2.033], [1.862, -2.162, -4.006], [3.380, -3.106, -3.665], [1.524, -1.456, -1.892], [1.928, -3.159, -1.456], [3.357, -1.011, -0.463], [4.138, -2.611, -0.746], [4.995, -0.300, -2.097], [5.163, -1.999, -2.553], [-1.470, -3.682, 2.460], [-1.192, -3.792, 3.964], [-1.568, -4.838, 4.509], [-0.482, -2.763, 4.587], [-0.155, -3.021, 5.498], [0.390, -1.562, 2.697], [-1.294, -1.556, 4.810], [-0.557, -3.612, 1.837], [-2.015, -2.711, 2.389], [-2.182, -4.483, 2.245], [-1.907, -1.802, 5.677], [-1.832, -1.227, 3.919], [-0.684, -0.767, 5.229], [-4.398, -0.066, 3.293], [-4.919, -1.538, 3.411], [-4.757, -2.471, 2.797], [-6.159, -1.586, 4.510], [-5.614, -1.802, 5.339], [-6.699, -0.744, 4.653], [-7.151, -2.744, 4.199], [-4.319, 0.474, 4.243], [-5.238, 0.337, 2.706], [-3.481, 0.005, 2.702], [-7.547, -2.600, 3.205], [-8.010, -2.599, 4.857], [-6.632, -3.698, 4.223], [0.321, 1.875, 4.991], [1.345, 2.530, 4.160], [1.012, 2.768, 2.954], [2.492, 2.780, 4.612], [0.100, 2.387, 5.915], [0.748, 0.891, 5.265], [-0.534, 1.618, 4.381], [-1.263, 0.795, -3.710], [-0.774, -0.581, -3.764], [0.470, -0.719, -3.827], [-1.479, -1.593, -3.793], [-2.215, 0.878, -4.247], [-0.544, 1.432, -4.227], [-1.332, 1.187, -2.689], [1.777, 2.839, -2.142], [1.094, 4.091, -1.815], [-0.038, 4.417, -2.388], [1.626, 4.817, -0.912], [2.791, 3.069, -2.483], [1.274, 2.191, -2.833], [1.996, 2.249, -1.247], [0.121, 1.079, 0.967], [-0.406, -0.229, 1.692], [0.696, -0.772, 2.156], [-1.490, -0.664, 1.870], [1.201, 1.146, 0.814], [-0.127, 1.895, 1.638], [-0.364, 1.238, 0.026]],
  "forces_ev_per_angstrom": [[0.791, 0.136, 0.326], [-0.041, -0.531, 1.303], [0.285, -1.071, -0.606], [0.845, 0.271, -0.580], [-0.792, 0.001, 1.198], [1.384, -1.486, -0.782], [-1.688, 0.363, 1.147], [-1.051, 0.749, -0.379], [-0.742, 0.210, -0.520], [-0.403, -0.254, -0.368], [0.134, 0.352, 0.005], [-0.233, 0.463, 0.196], [0.529, 0.016, -0.863], [-0.153, 0.118, 0.052], [0.121, 0.001, -0.133], [0.535, -0.025, 0.023], [0.571, 0.244, -0.086], [-0.044, -0.235, -0.063], [0.092, 0.535, 0.223], [0.494, 0.881, -0.416], [-0.531, 1.494, 0.024], [1.586, 0.201, 1.798], [0.788, 1.348, -0.781], [0.853, 1.475, 0.553], [-2.898, -2.992, -0.260], [-0.587, -1.246, 0.476], [0.503, 1.936, -0.002], [0.645, -0.069, -0.092], [-0.658, -0.621, 0.053], [-0.473, 0.128, -0.134], [-0.201, -0.347, -0.408], [0.090, -0.539, -0.038], [-0.140, 0.124, -0.329], [-0.112, 0.140, -0.079], [-0.441, -0.096, -0.096], [-0.482, 0.687, 0.165], [0.524, -0.240, 0.097], [-0.128, -1.111, 0.099], [0.877, 0.859, 0.869], [-0.460, 0.316, 1.341], [0.281, 0.628, -1.175], [-1.221, -0.851, -0.187], [0.284, -0.111, 0.307], [1.171, 2.191, 0.428], [-0.260, -1.446, -0.312], [-0.267, -0.271, -0.837], [-0.690, -0.242, -0.236], [-0.247, -0.074, 0.042], [-0.244, -0.394, -0.522], [-0.066, 0.260, -0.597], [0.810, 0.160, 0.449], [0.099, -0.441, 0.436], [0.185, 0.204, -0.536], [0.058, 0.168, 0.138], [-0.017, -0.905, 0.234], [0.276, -0.751, 0.491], [-0.798, 0.489, 0.007], [-0.768, 1.325, -0.563], [-0.187, -0.920, -0.331], [0.296, 0.094, 0.029], [0.336, -0.606, 1.371], [-0.275, -0.561, -0.241], [0.635, 0.594, -1.080], [-0.482, -0.077, 1.588], [0.640, -0.620, -0.706], [1.136, 0.754, -0.972], [0.325, -0.515, -0.164], [-0.171, -0.180, 0.074], [0.422, -0.166, 0.204], [0.011, 0.113, -0.044], [0.308, 0.008, -0.025], [0.321, 0.072, 0.155], [-0.261, -0.177, -0.002], [0.253, 0.221, -0.389], [-0.009, 0.332, 0.033], [0.167, 0.026, 0.308], [-0.431, -0.259, -0.333], [-0.294, 0.352, 0.251], [0.128, -0.602, 0.261], [-0.084, 0.198, -0.638], [-0.241, 0.390, 1.010], [-0.571, 0.306, 0.364], [-0.209, -0.362, 0.267], [0.133, -0.013, -0.278], [-0.700, 1.592, 1.173], [-0.497, -3.174, -0.413], [0.971, 2.128, -0.052], [-0.151, 0.550, -0.836], [0.284, -0.723, 0.327], [0.797, 0.695, -0.331], [0.025, -0.128, 0.959], [-0.569, -0.297, 0.360], [0.432, -0.711, -0.601], [0.564, 0.010, -0.363], [-0.989, 0.171, -0.229], [0.149, -0.118, 0.376], [0.394, 0.333, -0.539], [-0.863, -1.402, -0.074], [-0.604, 5.719, 1.839], [0.679, -3.549, -1.910], [0.044, -2.089, -0.947], [-0.392, 0.040, 0.615], [0.242, 0.542, -0.025], [0.359, 1.192, 0.145], [-0.088, -0.332, -0.149], [0.261, 0.388, 0.118], [-0.085, -0.300, 0.112], [0.210, 0.223, -0.431], [0.394, -0.528, 0.309], [-0.135, 0.106, 0.437], [-0.012, -1.791, 0.680], [2.087, 1.436, -1.127], [0.505, -0.278, 0.438], [-1.189, -0.200, 0.153], [-0.195, 0.231, 0.140], [-0.018, 0.343, 0.215], [-0.587, 0.352, 0.041], [-0.840, 1.592, -0.421], [1.831, -1.582, -0.501], [0.787, 0.499, 0.017], [-2.101, -0.376, -0.141], [-0.061, 0.129, 0.394], [-0.111, 0.045, 0.090], [-0.169, -0.178, -0.127], [1.307, -1.100, 0.088], [-3.275, 2.954, 0.136], [2.861, -1.365, 0.864], [0.111, -1.075, -1.172], [-0.147, 0.114, -0.396], [-0.356, 0.053, -0.466], [-0.367, 0.151, 0.287], [-1.376, -1.022, 0.409], [3.813, 3.610, -2.153], [-0.031, -2.627, 1.779], [-2.471, -0.220, 0.036], [-0.211, -0.580, 0.298], [0.053, 0.043, -0.020], [-0.436, -0.013, -0.621]]
}